1.
The following is a quantum chemistry calculation of a molecular structure, C8H6AuN2O5S at a distorted geometry, from OMol25.

Calculated values
HOMO level (spin up / spin down): -22.00 / -21.76 eV
orbital gap (spin up / spin down): 9.12 / 4.74 eV
lowest unoccupied orbital energy (spin up / spin down): -0.4733 / -0.6255 Eh
ΔE to the lowest compared entry with this formula, charge and spin: 0.0 kcal per mole

ORCA input file:
```
! RIJCOSX wB97M-V def2-TZVPD def2/J DEFGRID3
* xyz 3 3
O 2.9773 3.8917 -0.6209
C 2.0889 3.3328 -1.1601
Au 0.1323 1.3923 -0.6554
O -1.8883 4.9738 -0.2624
C -1.2804 4.0195 -0.3026
C 2.5813 0.2922 1.0860
O 3.4703 -0.2671 1.5112
C 0.8054 2.9040 2.3349
O 1.2223 3.6170 3.1270
C 0.8374 1.4324 -2.4227
O 1.1696 1.4707 -3.5374
S -1.0959 0.5858 1.2061
C -1.0582 -1.0237 0.5337
N -1.4313 -1.4104 -0.6939
C -1.3222 -2.8447 -0.8748
C -0.6823 -3.3261 0.4257
N -0.5202 -2.0808 1.1634
H -1.7837 -0.7815 -1.4225
H -0.7269 -3.0704 -1.7569
H -2.2963 -3.3148 -1.0186
H 0.3036 -3.7797 0.2622
H -1.3445 -4.0159 0.9762
H -0.1581 -1.9970 2.1016
*
```

Atom charges from the Mulliken analysis, given in e for atoms 1 to 4:
1 O -0.08
2 C 0.07
3 Au 0.73
4 O -0.05


2.
The following is a quantum chemistry calculation of a gas-phase ion, C3H10N2O (charge -1) at a distorted geometry, from OMol25.

Calculated values
HOMO level (spin up / spin down): 1.23 / -5.20 eV
orbital gap (spin up / spin down): 2.79 / 9.10 eV
lowest unoccupied orbital energy (spin up / spin down): 0.1478 / 0.1434 Eh
ΔE to the lowest compared entry with this formula, charge and spin: 14.7 kcal per mole

ORCA input file:
```
! RIJCOSX wB97M-V def2-TZVPD def2/J DEFGRID3
* xyz -1 2
N 0.5427 -0.7518 1.1331
C 0.1875 0.3478 0.2143
C -0.9555 1.0481 0.9013
O -0.5497 1.4711 2.2354
C -0.1532 -0.1375 -1.2125
N 0.8476 -1.1017 -1.6388
H 1.4618 -1.0373 0.8093
H 0.0572 -1.6245 0.9372
H 1.0131 1.0270 0.0339
H -1.9287 0.5514 0.9284
H -1.1839 2.0300 0.4964
H -0.1822 0.6257 2.5547
H -0.1675 0.7430 -1.8611
H -1.0905 -0.6955 -1.2066
H 0.4224 -1.7879 -2.2600
H 1.6788 -0.7079 -2.0651
*
```

Atom charges from the Mulliken analysis, given in e for atoms 1 to 4:
1 N -0.94
2 C -0.22
3 C -0.92
4 O -0.41


3.
The following is a quantum chemistry calculation of 9 unconnected molecules or ions with the total composition C63H132N6O15S3 at a distorted geometry, from OMol25.

Calculated values
HOMO level (spin up / spin down): -7.00 / -7.64 eV
orbital gap (spin up / spin down): 7.34 / 7.96 eV
lowest unoccupied orbital energy (spin up / spin down): 0.0123 / 0.0117 Eh

ORCA input file:
```
! RIJCOSX wB97M-V def2-TZVPD def2/J DEFGRID3
* xyz 0 7
C 17.7318 7.5871 15.7774
C 19.0964 8.2514 15.8593
C 19.1511 9.6663 15.0533
C 18.5102 10.8977 15.7649
C 19.1745 11.1138 17.1869
C 18.8213 9.9366 18.1954
N 19.5120 8.6113 17.3938
O 19.2856 7.4825 18.1966
C 19.8053 10.2442 19.4400
C 17.2789 9.7818 18.6308
C 20.1734 7.3462 15.1956
H 17.5774 6.6133 16.1923
H 17.3622 7.7674 14.7171
H 17.0948 8.4069 16.1864
H 20.1862 9.9756 14.7110
H 18.7726 9.2210 14.1269
H 17.4215 10.9200 15.6921
H 18.7545 11.7526 15.1574
H 18.9757 12.0322 17.7041
H 20.2423 11.2093 17.1357
H 19.5257 11.0092 20.1558
H 19.8506 9.2475 19.9286
H 20.7333 10.4559 18.9210
H 16.8109 9.9030 17.7089
H 16.7727 8.9983 19.1378
H 17.1766 10.4877 19.3559
H 20.1744 6.8774 14.2563
H 20.3796 6.3790 15.7871
H 21.0794 7.9453 15.2713
C 15.3866 15.5973 12.2254
C 16.7906 15.1556 12.8403
C 17.9685 15.6800 11.8205
C 18.0012 17.1466 11.8302
C 18.6430 17.5519 13.1560
C 17.6023 17.1844 14.2868
N 16.9728 15.9137 14.1013
O 16.2018 15.6133 15.0076
C 18.2707 17.2278 15.6164
C 16.5073 18.3677 14.2736
C 16.8897 13.7361 13.1820
H 15.1303 16.5847 11.9509
H 14.5593 15.1745 12.8526
H 15.3470 15.0330 11.3176
H 18.8978 15.2141 12.2330
H 17.5947 15.1731 10.9043
H 17.0716 17.7023 11.7614
H 18.4967 17.6066 11.0218
H 18.7958 18.6407 13.1433
H 19.6829 17.1176 13.2957
H 17.5060 17.0989 16.3922
H 19.0424 16.3721 15.6685
H 18.8369 18.1278 15.6243
H 15.9338 18.3259 15.1718
H 17.0320 19.2876 14.4119
H 15.8021 18.5686 13.4457
H 16.0802 13.3564 13.7905
H 17.8671 13.5994 13.5962
H 16.8774 13.0781 12.2918
C 16.2818 9.8574 25.2807
C 16.5870 10.4650 23.9489
C 17.8627 10.0670 23.3608
C 18.0174 8.6640 22.7991
C 16.9502 8.3703 21.7683
C 15.5867 8.5053 22.1933
N 15.5325 9.7799 23.0194
O 14.3337 9.8943 23.4941
C 14.3583 8.6112 21.2209
C 15.3115 7.4425 23.1839
C 16.4166 12.0137 23.9432
H 15.2015 9.7253 25.5610
H 16.8144 10.5121 26.0216
H 16.8748 8.9162 25.4113
H 17.8312 10.8842 22.5948
H 18.8259 10.1181 23.9564
H 17.9964 7.9102 23.6741
H 19.0021 8.5805 22.3601
H 17.0115 7.3094 21.2453
H 17.1033 9.1177 20.9509
H 13.4266 8.1780 21.5178
H 14.3531 9.3956 20.4340
H 14.7408 7.7030 20.5887
H 14.4687 7.6000 23.8404
H 15.0994 6.6298 22.4508
H 16.1979 7.1617 23.6964
H 17.0509 12.2312 24.8431
H 15.4585 12.4524 24.2009
H 16.9437 12.5291 23.2117
C 13.2128 12.4388 17.1928
C 14.4902 13.1556 17.6302
C 14.3907 14.6385 17.3650
C 15.4712 15.4497 18.1313
C 15.2770 15.3066 19.5855
C 15.3275 13.8942 20.0398
N 14.6039 13.0065 19.0697
O 14.4708 11.8802 19.4998
C 16.7130 13.3693 20.2398
C 14.7300 13.7083 21.3613
C 15.6319 12.5301 16.8852
H 13.2853 11.3882 17.4216
H 13.1491 12.6296 16.1089
H 12.3347 12.7417 17.7639
H 14.2487 14.6550 16.3313
H 13.3990 14.9939 17.7859
H 15.5828 16.5704 17.8941
H 16.4681 15.0593 17.8367
H 14.3279 15.7503 19.8329
H 15.9176 15.9934 20.2190
H 17.2228 14.0679 20.9390
H 16.5207 12.3873 20.6594
H 17.3424 13.1998 19.3184
H 14.5563 12.6373 21.4640
H 15.4416 13.9663 22.2321
H 13.6848 14.0899 21.3473
H 16.5021 13.1141 16.5485
H 15.2619 11.9267 16.0477
H 16.0586 11.8772 17.5833
C 7.7049 11.4643 23.5197
C 9.1652 11.6552 23.0745
C 9.9034 10.3555 22.7330
C 9.4281 9.8277 21.2853
C 8.8157 10.8326 20.3363
C 9.1005 12.3191 20.5136
N 9.2863 12.6470 21.8906
O 9.3385 14.0011 22.1383
C 10.5975 12.5891 19.7719
C 7.9640 13.1657 19.8704
C 9.8816 12.2314 24.3700
H 6.9343 12.2354 23.7158
H 7.7945 10.9116 24.4659
H 7.3851 10.8661 22.6962
H 10.9274 10.6778 22.7986
H 9.7865 9.5883 23.4465
H 9.1156 8.8094 21.2416
H 10.4850 9.8540 20.9269
H 7.7760 10.9411 20.4326
H 8.9574 10.3877 19.3635
H 10.3783 13.5994 19.4541
H 11.5337 12.3998 20.3094
H 10.4928 12.0800 18.8643
H 8.0793 12.9028 18.8548
H 6.8831 12.8504 20.1432
H 8.2329 14.2332 20.0571
H 9.8535 11.5700 25.1982
H 9.5024 13.1836 24.7517
H 10.8895 12.4213 23.9158
C 19.4282 14.8174 25.5743
C 19.8998 15.7710 24.3134
C 21.3941 16.2890 24.4436
C 22.4813 15.3279 24.6168
C 22.5673 14.7861 23.1017
C 21.6012 13.8576 22.7426
N 19.7750 14.7806 23.0987
O 18.7324 13.9710 22.9562
C 21.3173 13.7081 21.0928
C 21.2717 12.5613 23.7341
C 18.9097 16.7067 23.8858
H 19.7662 15.3144 26.4314
H 19.8338 13.7578 25.7360
H 18.4053 14.9556 25.8106
H 21.7008 16.9471 23.6527
H 21.1874 16.9401 25.2731
H 22.3415 14.5493 25.3256
H 23.3868 15.8732 24.7724
H 23.4972 14.2643 23.2095
H 22.8623 15.4192 22.2609
H 21.5814 14.5396 20.4798
H 22.0066 12.8679 21.0132
H 20.3263 13.2543 20.8776
H 20.6269 11.7807 23.4684
H 22.0919 11.9536 23.0983
H 21.5155 12.8851 24.7629
H 18.9843 17.5727 24.4854
H 17.9045 16.2657 23.8287
H 18.9734 17.4455 22.9305
O 12.6218 13.8617 14.6948
S 11.6144 14.5526 13.9056
O 11.4401 14.4491 12.4946
O 10.1656 14.0913 14.3866
C 9.8861 13.6541 15.8021
C 9.2491 12.3914 15.7824
C 11.7205 16.2293 14.3396
H 9.1733 14.3480 16.1459
H 10.7736 13.7473 16.4227
H 8.3188 12.4789 15.1985
H 8.9503 12.0693 16.7788
H 9.8090 11.5470 15.3203
H 10.7700 16.6955 13.9830
H 12.6213 16.6545 13.9343
H 12.0009 16.4101 15.3690
O 16.3128 11.5724 9.7670
S 15.9931 10.7158 10.8893
O 16.7777 10.5754 12.0990
O 14.5873 11.1438 11.2397
C 14.1067 11.0397 12.6352
C 13.7347 9.6638 12.9999
C 15.7092 9.2015 10.1187
H 13.1770 11.6038 12.5417
H 14.8480 11.5918 13.2386
H 13.4728 9.7427 14.0442
H 14.5045 8.9005 12.9392
H 12.9069 9.2703 12.4160
H 15.1065 8.5528 10.6794
H 16.6964 8.7994 10.0236
H 15.2635 9.3955 9.1195
O 12.7626 17.8017 17.5851
S 11.3628 17.7150 17.8834
O 10.7588 16.4303 17.6726
O 10.8774 18.2348 19.2624
C 11.6531 17.9723 20.4690
C 11.1747 16.6216 21.0852
C 10.5301 18.9501 16.9211
H 11.4485 18.8956 21.0108
H 12.7514 17.8592 20.1953
H 11.4745 15.7997 20.4395
H 10.1182 16.6484 21.2564
H 11.6443 16.5845 22.0833
H 10.9739 19.8653 17.2035
H 9.4496 18.8896 16.9875
H 11.0284 18.7125 16.0319
*
```

Atom charges from the Mulliken analysis, given in e for atoms 1 to 4:
1 C -1.11
2 C 1.69
3 C -1.77
4 C 0.56


4.
The following is a quantum chemistry calculation of a molecular structure, C12H8Cl3GeIrN2O2S3, from OMol25.

Calculated values
HOMO level: -1.88 eV
orbital gap: 5.73 eV
lowest unoccupied orbital energy: 0.1416 Eh
ΔE to the lowest compared entry with this formula, charge and spin: 30.4 kcal per mole

ORCA input file:
```
! RIJCOSX wB97M-V def2-TZVPD def2/J DEFGRID3
* xyz -2 1
Ir -0.2788 0.7864 -0.1244
S -2.4604 0.2500 -0.1027
C -2.7125 -0.3337 1.5409
C -4.0156 -0.5196 1.9993
C -4.2618 -1.0121 3.2711
C -3.1868 -1.3214 4.1000
C -1.8912 -1.1343 3.6496
C -1.6257 -0.6383 2.3675
S 0.0351 -0.4221 1.8530
H -4.8408 -0.2709 1.3395
H -5.2810 -1.1518 3.6124
H -3.3587 -1.7064 5.0987
H -1.0502 -1.3763 4.2892
O -0.8408 2.3944 1.0387
N -1.5030 3.3510 0.3917
C -2.2000 4.2035 1.1724
C -2.8530 5.2815 0.6463
C -2.7914 5.4845 -0.7382
C -2.0966 4.5980 -1.5153
C -1.4346 3.4831 -0.9604
S -0.6080 2.3222 -1.9038
H -2.1728 3.9407 2.2188
H -3.4019 5.9419 1.3009
H -3.2978 6.3261 -1.1931
H -2.0396 4.7109 -2.5887
O 1.2032 -1.9149 -3.1565
C 0.8611 -1.2580 -2.2157
N 0.5315 -0.6335 -1.2719
Cl 3.9474 -3.5357 3.3949
Ge 4.1427 -1.9560 1.7058
Cl 5.9238 -2.9990 0.6243
Cl 5.4627 -0.4655 2.9243
*
```

Atom charges from the Mulliken analysis, given in e for atoms 1 to 4:
1 Ir 0.93
2 S -0.41
3 C 0.42
4 C -0.58